Entry 1:
{"formula": "C3H8SSi", "method": "ωB97M-V/def2-TZVPD", "elements": ["C", "C", "C", "Si", "S", "H", "H", "H", "H", "H", "H", "H", "H"], "coordinates": [[1.85, 0.17, -0.51], [-0.90, -1.58, -0.45], [-0.89, 1.10, 1.00], [-0.04, 0.08, -0.31], [0.89, 1.38, -1.81], [2.55, 0.83, 0.47], [2.63, -0.36, -1.14], [-1.64, -1.76, 0.47], [-1.40, -1.83, -1.35], [-0.03, -2.17, -0.26], [-0.25, 1.28, 1.87], [-1.05, 2.13, 0.50], [-1.73, 0.73, 1.55]], "lumo_ev": 0.703, "de_lowest_kcal_mol": 29.8, "homo_lumo_gap_ev": 9.45, "total_energy_ha": -806.73389}

Entry 2:
{"formula": "CH2ClFN2O4", "method": "ωB97M-V/def2-TZVPD", "elements": ["O", "N", "O", "N", "F", "O", "C", "O", "Cl", "H", "H"], "coordinates": [[-1.57, -1.41, -0.11], [-1.21, -1.01, -1.19], [-1.57, -1.25, -2.29], [-0.02, -0.10, -1.06], [-0.08, 0.74, -2.18], [-0.16, 0.73, -0.03], [0.93, 0.72, 0.87], [1.01, -0.49, 1.37], [0.34, 1.89, 2.07], [1.81, 0.92, 0.37], [0.53, -0.74, 2.17]], "lumo_ev": -0.182, "smiles": "O=[N+]([O-])N(F)O[C@H](O)Cl", "de_lowest_kcal_mol": 0.0, "homo_lumo_gap_ev": 11.20, "total_energy_ha": -1009.58053}

Entry 3:
{"formula": "C5H21N10", "method": "ωB97M-V/def2-TZVPD", "elements": ["C", "C", "C", "C", "C", "N", "N", "N", "N", "N", "N", "N", "N", "N", "N", "H", "H", "H", "H", "H", "H", "H", "H", "H", "H", "H", "H", "H", "H", "H", "H", "H", "H", "H", "H", "H"], "coordinates": [[1.69, 2.22, -1.30], [-0.89, -0.20, 0.09], [0.44, 2.51, -1.80], [-0.60, -2.31, 1.29], [0.74, -2.16, 1.92], [-1.13, -0.96, 1.17], [2.80, 1.70, -2.06], [1.85, 2.56, 0.07], [0.04, -0.54, -0.81], [-1.70, 0.92, 0.02], [-0.59, 3.07, -0.97], [-0.04, 2.36, -3.19], [-0.59, -2.92, -0.06], [-1.43, -0.26, 2.36], [-1.50, -2.94, 2.20], [1.42, -3.06, 2.01], [0.52, -1.68, 2.85], [1.28, -1.42, 1.22], [2.58, 1.69, -3.05], [3.59, 2.23, -1.87], [2.60, 2.14, 0.57], [2.08, 3.55, 0.17], [0.49, 0.20, -1.34], [0.40, -1.43, -1.04], [-2.45, 0.99, 0.67], [-1.15, 1.78, -0.46], [-1.39, 3.54, -1.48], [-0.13, 3.80, -0.41], [-0.98, 2.01, -3.08], [0.47, 1.84, -3.88], [-0.36, -3.91, 0.06], [-1.50, -2.82, -0.57], [-1.69, -1.01, 3.07], [-0.61, 0.26, 2.67], [-2.46, -3.02, 1.80], [-1.20, -3.91, 2.62]], "lumo_ev": -2.243, "total_charge": 1, "de_lowest_kcal_mol": 1.9, "homo_lumo_gap_ev": 8.38, "total_energy_ha": -750.40197}

Entry 4:
{"formula": "C42H32AsN3O6P2SSe2V", "method": "ωB97M-V/def2-TZVPD", "elements": ["V", "O", "As", "O", "O", "C", "C", "C", "C", "C", "C", "S", "O", "O", "O", "H", "H", "H", "H", "H", "Se", "P", "C", "C", "C", "C", "C", "C", "C", "C", "C", "C", "C", "C", "C", "C", "N", "N", "N", "P", "Se", "C", "C", "C", "C", "C", "C", "C", "C", "C", "C", "C", "C", "H", "H", "H", "H", "H", "H", "H", "H", "H", "H", "H", "H", "H", "H", "H", "H", "H", "H", "H", "H", "C", "C", "C", "C", "C", "C", "C", "C", "C", "C", "H", "H", "H", "H", "H", "H", "H"], "coordinates": [[1.92, 2.06, 0.08], [2.09, 5.74, -1.19], [0.61, 4.87, -0.78], [-0.48, 5.99, -0.32], [1.03, 3.71, 0.39], [0.02, 4.01, -2.44], [-1.17, 4.56, -2.90], [-1.80, 4.02, -4.01], [-1.26, 2.93, -4.67], [-0.06, 2.39, -4.23], [0.57, 2.92, -3.12], [2.05, 2.13, -2.59], [2.78, 1.69, -3.74], [1.66, 1.03, -1.66], [2.70, 3.11, -1.69], [1.91, 6.65, -0.90], [-1.60, 5.38, -2.35], [-2.74, 4.44, -4.35], [-1.77, 2.50, -5.52], [0.39, 1.55, -4.74], [-5.02, -0.08, -2.36], [-3.62, -0.82, -0.97], [-2.93, -2.42, -1.51], [-2.76, -2.63, -2.88], [-2.23, -3.82, -3.34], [-1.89, -4.83, -2.44], [-2.08, -4.63, -1.08], [-2.60, -3.43, -0.61], [-4.38, -1.12, 0.65], [-5.19, -2.23, 0.87], [-5.84, -2.40, 2.08], [-5.72, -1.43, 3.07], [-4.95, -0.30, 2.85], [-4.28, -0.14, 1.64], [-2.22, 0.26, -0.63], [-0.96, 0.17, -0.02], [-0.46, 1.43, 0.01], [-1.34, 2.24, -0.52], [-2.41, 1.57, -0.92], [0.20, -0.95, 0.72], [1.54, 0.20, 1.94], [1.08, -1.85, -0.58], [2.34, -2.40, -0.30], [3.03, -3.08, -1.29], [2.48, -3.20, -2.56], [1.25, -2.63, -2.84], [0.55, -1.96, -1.85], [-0.63, -2.17, 1.76], [-0.33, -3.53, 1.70], [-0.99, -4.42, 2.53], [-1.96, -3.96, 3.41], [-2.25, -2.60, 3.49], [-1.57, -1.71, 2.67], [-3.07, -1.86, -3.57], [-2.10, -3.98, -4.40], [-1.48, -5.76, -2.80], [-1.82, -5.41, -0.37], [-2.75, -3.29, 0.45], [-5.30, -2.97, 0.09], [-6.46, -3.27, 2.24], [-6.24, -1.55, 4.01], [-4.87, 0.46, 3.61], [-3.68, 0.74, 1.46], [2.78, -2.26, 0.68], [4.01, -3.49, -1.08], [3.03, -3.71, -3.34], [0.83, -2.71, -3.84], [-0.40, -1.48, -2.08], [0.40, -3.89, 0.98], [-0.75, -5.47, 2.48], [-2.49, -4.66, 4.05], [-3.00, -2.24, 4.17], [-1.78, -0.65, 2.74], [4.86, 3.57, 4.72], [3.54, 3.72, 4.24], [3.22, 3.28, 2.98], [4.18, 2.67, 2.14], [3.83, 2.20, 0.83], [4.83, 1.64, 0.08], [6.16, 1.50, 0.55], [6.49, 1.93, 1.80], [5.51, 2.53, 2.63], [5.82, 3.00, 3.93], [5.11, 3.92, 5.71], [2.79, 4.18, 4.86], [2.21, 3.42, 2.61], [4.63, 1.29, -0.93], [6.91, 1.05, -0.08], [7.50, 1.83, 2.18], [6.84, 2.89, 4.29]], "lumo_ev": [2.076, 2.073], "spin_multiplicity": 3, "total_charge": -1, "de_lowest_kcal_mol": 8.7, "homo_lumo_gap_ev": [7.40, 7.55], "total_energy_ha": -11299.16564, "s2": 2.02}

Entry 5:
{"formula": "C5H14", "method": "ωB97M-V/def2-TZVPD", "elements": ["C", "C", "C", "H", "H", "H", "H", "H", "H", "H", "H", "C", "C", "H", "H", "H", "H", "H", "H"], "coordinates": [[0.50, -0.21, -1.60], [0.04, -1.26, -0.60], [-0.04, -2.73, -1.08], [0.65, -0.63, -2.51], [1.53, 0.20, -1.34], [-0.22, 0.68, -1.71], [0.82, -1.34, 0.40], [-0.98, -1.02, -0.28], [-0.44, -2.83, -2.15], [0.95, -3.19, -1.02], [-0.80, -3.27, -0.46], [-0.04, 2.25, 0.87], [-0.62, 1.76, 2.15], [0.66, 3.20, 1.01], [0.80, 1.36, 0.63], [-0.66, 2.32, 0.09], [0.11, 1.69, 2.89], [-0.84, 0.65, 2.18], [-1.42, 2.36, 2.51]], "lumo_ev": 1.118, "smiles": "CCC.CC", "de_lowest_kcal_mol": 42.2, "homo_lumo_gap_ev": 12.14, "total_energy_ha": -198.82197}

Entry 6:
{"formula": "C20H16B2Cl60O3P", "method": "ωB97M-V/def2-TZVPD", "elements": ["C", "C", "B", "O", "P", "C", "O", "C", "B", "C", "O", "H", "H", "H", "H", "H", "H", "H", "H", "H", "H", "H", "H", "H", "H", "H", "H", "C", "Cl", "Cl", "Cl", "Cl", "C", "Cl", "Cl", "Cl", "Cl", "C", "Cl", "Cl", "Cl", "Cl", "C", "Cl", "Cl", "Cl", "Cl", "C", "Cl", "Cl", "Cl", "Cl", "C", "Cl", "Cl", "Cl", "Cl", "C", "Cl", "Cl", "Cl", "Cl", "C", "Cl", "Cl", "Cl", "Cl", "C", "Cl", "Cl", "Cl", "Cl", "C", "Cl", "Cl", "Cl", "Cl", "C", "Cl", "Cl", "Cl", "Cl", "C", "Cl", "Cl", "Cl", "Cl", "C", "Cl", "Cl", "Cl", "Cl", "C", "Cl", "Cl", "Cl", "Cl", "C", "Cl", "Cl", "Cl", "Cl"], "coordinates": [[3.39, -1.17, -2.67], [1.87, -0.90, -2.46], [1.18, -0.64, -3.82], [1.18, -1.52, -4.83], [0.43, 1.19, -4.10], [-0.82, 1.67, -2.82], [-1.85, 0.77, -2.64], [-2.50, 0.27, -3.79], [1.98, 2.48, -4.05], [2.59, 2.73, -2.66], [2.36, 3.02, -5.22], [3.61, -1.51, -3.69], [3.73, -1.95, -2.00], [3.98, -0.28, -2.47], [1.73, -0.08, -1.76], [1.41, -1.78, -2.00], [0.63, -1.37, -5.61], [-0.19, 1.28, -5.35], [-0.27, 1.76, -1.88], [-1.18, 2.67, -3.11], [-3.47, -0.09, -3.48], [-2.65, 1.05, -4.55], [-1.95, -0.57, -4.22], [1.94, 3.32, -2.01], [3.54, 3.26, -2.76], [2.78, 1.79, -2.14], [2.33, 2.46, -6.00], [-2.42, -0.37, 0.91], [-3.82, -1.31, 0.38], [-2.74, 1.35, 0.64], [-2.10, -0.65, 2.61], [-1.00, -0.86, -0.03], [2.00, 6.69, -4.26], [2.13, 7.24, -5.93], [0.59, 5.60, -4.13], [3.47, 5.82, -3.81], [1.78, 8.04, -3.17], [3.26, 1.30, 1.26], [3.58, 1.37, 2.98], [1.58, 0.83, 0.97], [3.53, 2.89, 0.53], [4.33, 0.12, 0.49], [4.23, 9.47, -9.79], [4.68, 11.13, -9.45], [3.21, 8.85, -8.48], [3.34, 9.39, -11.31], [5.68, 8.47, -9.91], [-2.60, -4.83, 3.96], [-3.13, -3.97, 2.51], [-3.91, -5.80, 4.60], [-1.23, -5.87, 3.56], [-2.08, -3.65, 5.18], [-0.47, -7.18, 7.40], [-0.41, -8.47, 6.19], [0.15, -7.78, 8.93], [0.51, -5.82, 6.85], [-2.15, -6.65, 7.61], [-5.80, -1.07, 6.03], [-5.29, 0.05, 7.30], [-5.95, -2.70, 6.70], [-7.35, -0.55, 5.37], [-4.58, -1.08, 4.74], [7.37, -2.92, 1.31], [7.51, -1.54, 2.39], [6.47, -4.22, 2.10], [6.48, -2.42, -0.15], [8.96, -3.50, 0.85], [-5.00, -9.82, 3.94], [-3.74, -9.17, 4.98], [-6.48, -8.86, 4.16], [-4.48, -9.71, 2.25], [-5.32, -11.50, 4.35], [0.54, -3.99, 10.84], [0.90, -2.64, 11.92], [-0.38, -5.21, 11.71], [-0.41, -3.41, 9.47], [2.05, -4.70, 10.25], [-5.64, -2.59, -4.94], [-7.36, -2.43, -5.22], [-5.10, -4.23, -5.27], [-4.77, -1.46, -6.01], [-5.29, -2.16, -3.26], [3.92, 7.16, 1.91], [5.05, 8.16, 2.81], [2.33, 7.94, 1.89], [4.49, 6.96, 0.24], [3.79, 5.57, 2.67], [1.70, 10.58, 0.24], [0.64, 10.00, 1.52], [0.82, 10.55, -1.30], [2.21, 12.23, 0.58], [3.11, 9.53, 0.12], [-9.28, 1.61, -3.82], [-10.34, 1.63, -2.41], [-10.19, 1.07, -5.24], [-8.66, 3.24, -4.11], [-7.93, 0.50, -3.54], [3.13, -7.55, 3.29], [1.43, -7.40, 2.84], [3.28, -7.54, 5.04], [3.78, -9.05, 2.64], [4.02, -6.17, 2.62]], "lumo_ev": -3.609, "total_charge": 1, "de_lowest_kcal_mol": 21.0, "homo_lumo_gap_ev": 7.87, "total_energy_ha": -28999.58305}